# C40H39N2

A cluster of 6 separate species, C40H39N2 in total (ωB97M-V with the def2-TZVPD basis set, the OMol25 dataset).

Last column: Löwdin charge in e.
Cartesian coordinates (Å):
N (0.47803, 4.90089, 1.92757)  -0.021
N (-1.13057, 6.43062, 2.93594)  0.094
C (-6.69618, 3.23062, -6.22057)  -0.095
C (1.04029, 3.56869, 1.82045)  0.028
C (6.77870, -5.61903, -2.90840)  -0.094
C (5.57263, -5.44955, -2.23556)  -0.096
C (-0.92954, -6.03348, 6.10835)  -0.092
C (-0.15017, -5.06270, 4.04442)  -0.104
C (-0.95491, 5.16457, 2.31910)  -0.214
C (-3.42518, 4.22038, 2.32972)  0.016
C (-0.08776, -6.07175, 5.00050)  -0.093
C (-1.05702, -4.01730, 4.19308)  -0.108
C (-1.93318, 4.06250, 1.96211)  0.009
C (-3.28081, 1.23006, -3.32469)  -0.083
C (3.50177, 4.47680, 1.19361)  0.031
C (-3.66133, 2.41915, -2.70815)  -0.092
C (-1.12011, 1.37203, -2.26470)  -0.096
C (-2.52053, 6.55043, 3.21302)  -0.093
C (2.26513, -1.02853, 2.28696)  -0.110
C (3.10360, -1.06986, 1.17579)  -0.111
C (-7.20549, 1.37742, -7.67514)  -0.091
C (3.23041, -3.08565, 3.09150)  -0.083
C (6.76289, -5.28857, -0.14563)  -0.102
C (7.96825, -5.46724, -0.81754)  -0.094
C (-5.93370, 0.85681, -7.45651)  -0.092
C (2.33011, -2.03561, 3.24492)  -0.095
C (4.01001, -2.11503, 1.02742)  -0.088
C (-2.77144, 3.08352, -1.86993)  -0.102
C (-1.82976, -4.98355, 6.26168)  -0.095
C (-5.04499, 1.51921, -6.61527)  -0.106
C (-2.00874, 0.70960, -3.10581)  -0.080
C (4.07214, -3.12365, 1.98352)  -0.083
C (7.97624, -5.63008, -2.19971)  -0.093
C (-1.50276, 2.55783, -1.64422)  -0.119
C (-1.89500, -3.97630, 5.30379)  -0.101
C (-3.68162, 5.58822, 2.99882)  -0.020
C (-7.58591, 2.56596, -7.05888)  -0.093
C (5.56490, -5.28121, -0.85386)  -0.107
C (-5.42752, 2.70545, -5.99438)  -0.106
C (2.52501, 3.27693, 1.46026)  0.026
C (2.85022, 5.90495, 1.27310)  0.022
C (1.33698, 6.04911, 1.64398)  0.048
H (0.94704, 7.13293, 1.67728)  0.142
H (3.27710, -3.87350, 3.83560)  0.107
H (0.38487, 2.63862, 2.00558)  0.134
H (-4.25961, 3.46962, 2.15166)  0.118
H (1.67776, -2.00261, 4.11170)  0.102
H (1.56103, -0.21066, 2.40583)  0.082
H (-0.88288, -6.82128, 6.85244)  0.103
H (-8.57612, 2.97398, -7.23231)  0.102
H (-4.74075, 5.88235, 3.30899)  0.112
H (8.90138, -5.47845, -0.26461)  0.102
H (-2.80547, 7.56605, 3.68726)  0.126
H (2.97319, 2.22422, 1.37249)  0.104
H (-4.05400, 1.11189, -6.44310)  0.095
H (4.60805, 4.35787, 0.95687)  0.117
H (3.05089, -0.28654, 0.42594)  0.087
H (-6.99218, 4.15874, -5.74226)  0.100
H (4.63868, -5.44767, -2.78754)  0.101
H (-3.06724, 4.01196, -1.39124)  0.096
H (4.62461, -5.14424, -0.32954)  0.090
H (-4.65155, 2.82726, -2.88148)  0.101
H (8.91614, -5.76567, -2.72433)  0.102
H (-5.63493, -0.06679, -7.94171)  0.102
H (-1.11021, -3.23404, 3.44394)  0.095
H (-0.81070, 3.07312, -0.98487)  0.077
H (-1.57907, 3.11808, 1.42696)  0.089
H (-4.73627, 3.22038, -5.33549)  0.087
H (-2.48203, -4.95058, 7.12836)  0.102
H (-2.59874, -3.15897, 5.42240)  0.098
H (4.66839, -2.14409, 0.16509)  0.104
H (0.61682, -6.88837, 4.88267)  0.102
H (-7.89983, 0.85790, -8.32664)  0.103
H (0.50806, -5.09124, 3.18184)  0.097
H (-3.97514, 0.71057, -3.97613)  0.097
H (4.77675, -3.94001, 1.86559)  0.087
H (-0.12917, 0.96469, -2.09248)  0.099
H (6.78542, -5.74352, -3.98635)  0.102
H (3.48943, 6.83506, 1.09001)  0.115
H (6.75707, -5.15575, 0.93175)  0.093
H (-1.70985, -0.21396, -3.59077)  0.107

Atomic forces in eV per Å
3.233 0.184 -0.927
-4.230 -4.510 -1.473
0.017 -0.072 -0.011
2.884 0.255 -0.708
-0.005 0.006 0.073
0.076 0.028 0.051
0.009 0.083 -0.069
-0.027 0.011 0.041
-1.280 -0.697 -0.133
3.381 4.033 1.210
-0.059 0.074 0.028
0.018 -0.059 0.110
-1.512 1.866 1.308
0.076 0.061 0.076
-4.804 1.072 1.021
0.077 -0.051 0.023
-0.040 0.042 0.037
-0.770 -0.052 0.122
0.161 -0.098 -0.068
-0.018 -0.040 0.171
0.062 0.069 0.063
0.003 0.082 -0.087
-0.026 0.006 -0.093
-0.063 0.020 -0.054
-0.016 0.040 0.042
-0.022 0.022 0.012
0.010 0.020 -0.029
0.009 -0.049 0.037
0.035 -0.005 -0.049
-0.110 0.057 0.010
-0.024 0.061 0.037
-0.102 0.086 0.035
-0.080 0.019 0.064
-0.115 -0.126 -0.069
0.086 -0.060 -0.030
2.578 -1.713 -1.362
0.077 -0.050 0.009
0.085 0.007 -0.051
-0.067 -0.072 -0.073
-0.641 4.041 0.009
-2.052 -3.535 0.881
3.025 -1.485 -0.663
0.138 -2.329 0.147
-0.020 0.077 -0.046
0.962 2.075 -0.155
1.513 1.050 0.133
0.051 -0.042 -0.081
-0.002 -0.072 0.016
-0.003 0.068 -0.059
0.090 -0.035 0.013
1.867 -0.332 -0.439
-0.075 0.001 -0.045
0.576 -1.899 -0.824
-1.255 1.656 0.332
-0.063 0.043 -0.042
-1.771 0.042 0.353
0.011 -0.079 -0.013
0.021 -0.079 -0.047
0.076 -0.002 0.043
0.013 -0.056 -0.049
0.054 -0.032 -0.051
0.082 -0.051 0.012
-0.085 0.007 0.048
-0.032 0.087 0.045
0.012 -0.063 0.038
0.014 0.025 -0.081
-0.569 1.663 0.809
-0.026 -0.022 -0.091
0.057 -0.011 -0.087
0.043 -0.077 -0.006
-0.060 -0.031 0.071
-0.068 0.066 0.006
0.062 0.047 0.047
-0.066 0.002 0.059
0.041 0.064 0.063
-0.056 0.086 0.006
-0.077 0.017 -0.034
-0.001 -0.003 0.103
-1.292 -1.482 0.312
0.027 -0.037 -0.082
-0.031 0.089 0.056

## Properties
* net charge: +1
* Kohn-Sham gap: 5.7581 eV

# C40H40EuN2OP

A structure of composition C40H40EuN2OP (ωB97M-V with the def2-TZVPD basis set, the OMol25 dataset).

Last column: Mulliken spin population.
Cartesian coordinates (Å):
Eu (0.53484, -0.53986, -0.16397)  6.204
P (2.88129, 2.27843, -0.36268)  0.011
O (0.47679, -3.60739, -2.09841)  0.000
N (1.92389, 1.04328, -0.26477)  -0.123
N (-1.28082, -4.57975, -0.79499)  0.000
C (-2.04705, -1.87851, -3.75270)  0.000
C (-2.30641, -1.43770, -2.31002)  -0.017
C (1.59079, 5.58030, -2.37483)  0.000
C (-1.18635, -0.80111, 2.12238)  -0.017
C (6.07887, 2.43954, -2.90738)  -0.001
C (4.10534, 1.90083, -1.62401)  -0.007
C (-2.31892, 0.85524, -1.06088)  -0.005
C (-0.70597, -4.62029, 0.59392)  0.001
C (4.90040, 0.34990, -3.29559)  0.003
C (-1.27741, -2.15432, -1.39485)  0.003
C (-1.32251, -4.45877, 3.04816)  0.000
C (-1.71518, -4.44118, 1.69909)  -0.001
C (0.65565, 6.11353, -1.48385)  0.000
C (-3.70405, -1.77567, -1.78851)  0.000
C (-1.17739, 0.62045, 2.06321)  -0.004
C (1.11378, 4.33379, 0.08885)  0.002
C (-3.99779, -3.99856, 2.36725)  0.000
C (4.35246, 1.60561, 1.85919)  -0.001
C (5.15830, 2.78243, -1.90830)  0.000
C (-3.60567, -3.97332, 3.70696)  0.000
C (3.97007, 0.68879, -2.31304)  0.001
C (5.28792, 3.18166, 3.44278)  0.000
C (0.97441, -0.06904, 2.52752)  0.006
C (4.01972, 3.99782, 1.54727)  0.000
C (0.15063, 1.07738, 2.30108)  -0.019
C (-2.26919, -4.21016, 4.04574)  0.000
C (-3.04984, -4.22766, 1.36483)  0.000
C (-1.88099, 0.01979, -2.12211)  -0.016
C (2.29027, 4.41737, -2.04176)  0.001
C (2.06197, 3.80483, -0.80187)  -0.008
C (0.41447, 5.49171, -0.25227)  0.000
C (3.78487, 2.67193, 1.14436)  0.001
C (-1.51521, 2.02879, -1.06110)  -0.011
C (5.09088, 1.86318, 3.01670)  0.001
C (-0.60574, 1.94647, -2.14937)  -0.021
C (5.94731, 1.22836, -3.59694)  0.000
C (-0.82579, 0.71210, -2.82375)  0.006
C (0.15262, -1.23839, 2.41232)  -0.007
C (-0.66447, -3.54506, -1.54176)  0.001
C (4.75613, 4.24762, 2.71133)  0.000
H (-0.16858, -5.57825, 0.69145)  0.000
H (4.78960, -0.59700, -3.81990)  0.000
H (4.92153, 5.27835, 3.03026)  0.000
H (1.77458, 6.06071, -3.33771)  0.000
H (5.86613, 3.37536, 4.34431)  0.000
H (-0.96844, -1.84968, -3.98108)  0.000
H (-5.03409, -3.84235, 2.08166)  0.000
H (0.08943, 7.00477, -1.75261)  0.000
H (0.09521, 2.71527, -2.45284)  0.001
H (-0.31920, 5.89608, 0.44937)  0.000
H (-1.10427, -5.46427, -1.27209)  0.000
H (5.25419, 3.73448, -1.37436)  0.000
H (-2.40176, -2.90793, -3.91216)  0.000
H (2.04328, -0.04117, 2.75897)  0.003
H (6.89164, 3.12637, -3.14848)  0.000
H (-4.48228, -1.16604, -2.27743)  0.000
H (0.06014, -3.82478, 0.67966)  0.002
H (-0.30292, 0.36120, -3.72554)  0.001
H (-0.39353, -1.59852, -1.80183)  0.002
H (5.52013, 1.02685, 3.56869)  0.000
H (-1.95870, -4.20018, 5.09088)  0.000
H (3.65321, 4.84048, 0.95033)  0.000
H (-3.32375, -4.26167, 0.30881)  0.000
H (-1.55983, -1.96621, -0.33276)  0.000
H (-3.77889, -1.63717, -0.69590)  0.000
H (0.47511, -2.26648, 2.56979)  -0.003
H (-3.16624, 0.62201, -0.41030)  0.002
H (-0.27849, -4.66753, 3.30178)  0.000
H (-4.33642, -3.77519, 4.49145)  0.000
H (-1.62304, 2.86352, -0.37804)  0.002
H (0.92317, 3.83020, 1.04416)  0.000
H (-3.90029, -2.84386, -1.98838)  0.000
H (4.22889, 0.58194, 1.48784)  0.001
H (-2.06577, -1.44155, 2.08236)  0.004
H (3.12954, 0.02634, -2.07540)  0.003
H (3.01041, 3.99146, -2.74417)  0.000
H (6.65881, 0.96329, -4.37649)  0.000
H (0.46090, 2.11951, 2.36075)  -0.001
H (-2.57003, -1.20503, -4.44786)  0.000
H (-2.05830, 1.25101, 1.94580)  0.001

Atomic forces in eV per Å
-0.844 3.997 1.347
-1.173 -1.501 -0.021
-3.661 -0.551 1.368
0.525 -0.379 0.005
0.553 -0.373 -0.586
-0.256 -0.091 -0.123
0.125 0.034 0.107
-0.099 -0.049 0.125
0.575 0.119 -0.021
-0.220 0.010 0.130
0.505 0.228 -0.242
0.514 -0.296 -0.185
0.343 -0.121 -0.332
0.006 0.302 0.177
1.585 -0.376 -0.739
-0.323 0.067 -0.266
-0.386 0.027 0.105
0.029 -0.193 0.053
-0.279 -0.120 -0.268
0.585 -0.393 0.177
0.033 0.126 -0.217
0.322 -0.044 0.022
0.038 0.310 0.192
0.197 -0.493 -0.443
0.081 -0.022 -0.168
0.312 0.217 -0.153
-0.188 -0.029 -0.156
-0.388 -0.013 -0.178
0.171 -0.223 0.267
-0.296 -1.026 0.025
0.158 -0.070 -0.262
-0.093 -0.012 0.283
-0.179 0.566 0.032
-0.190 0.240 0.272
-0.180 0.576 -0.424
0.163 -0.208 -0.031
0.671 0.329 0.187
0.118 -0.366 -0.452
-0.118 0.054 -0.305
-0.611 -0.549 0.242
-0.190 -0.012 0.176
0.045 -0.489 0.586
0.028 0.532 -0.164
2.531 0.645 -0.537
0.011 -0.225 -0.146
-0.131 0.385 0.098
0.120 0.211 0.013
-0.008 -0.327 -0.055
-0.109 -0.120 0.293
-0.125 -0.024 -0.171
-0.410 0.032 0.033
0.106 0.015 0.145
0.187 -0.177 0.050
-0.066 -0.145 0.091
0.209 -0.077 -0.313
0.146 0.169 0.297
-0.029 -0.394 -0.144
0.093 0.201 -0.031
-0.477 -0.054 -0.104
-0.195 -0.236 0.039
0.295 -0.250 0.169
-0.195 -0.346 0.041
-0.290 0.240 0.496
-0.672 -0.504 0.381
-0.065 0.275 -0.075
-0.103 -0.006 -0.274
0.031 -0.409 0.296
-0.035 0.103 0.404
0.191 -0.107 -0.428
0.055 0.108 -0.431
-0.114 0.229 0.138
0.451 0.172 -0.081
-0.341 0.140 0.001
0.185 -0.060 -0.220
0.060 -0.075 -0.102
0.080 0.235 -0.423
-0.080 0.347 0.047
-0.071 0.398 0.211
0.201 0.125 -0.070
0.418 0.416 -0.078
-0.277 0.158 0.239
-0.095 0.089 0.165
-0.018 -0.413 -0.116
0.167 -0.255 0.183
0.363 -0.220 -0.173

## Properties
* Kohn-Sham gap (spin up / spin down): 5.2555 / 6.5354 eV
* spin multiplicity: 7

The records above give, respectively, max |F| values of 6.356; 4.302 eV/Å.
The records above give, respectively, relative energy (zero: lowest compared OMol25 entry of this formula, charge and spin) values of 170.1; 0.0 kcal per mole.